(1)
An isolated ion of composition C9H17N2 and charge +1. Source: OMol25; level of theory: ωB97M-V/def2-TZVPD.

```
28
Properties=species:S:1:pos:R:3:mulliken_charge:R:1
C -0.74158 1.49963 1.94692 -0.192
C -0.68048 0.31468 2.60997 -0.747
C -0.04766 0.05635 0.46089 -0.340
C 1.63287 0.19277 -1.42170 -1.601
C -0.80508 0.10808 -1.94189 -2.062
C 0.52552 -1.88022 -1.08761 -2.227
C -0.56155 2.49259 -0.14482 -0.759
C -0.06178 -1.97943 1.90104 -0.881
C 0.30312 -0.41873 -0.95424 2.511
N -0.40466 1.29513 0.66900 0.160
N -0.22490 -0.59957 1.63274 0.163
H -1.03624 2.41309 2.33456 0.466
H -0.62480 0.14098 3.56523 0.448
H 1.98686 -0.02993 -2.51247 0.413
H 1.72633 1.31710 -1.47758 0.215
H 2.37608 -0.17294 -0.79587 0.480
H -1.15251 -0.79742 -2.39274 0.400
H -1.66188 0.45340 -1.46110 0.528
H -0.69084 0.94771 -2.50683 0.566
H 1.01864 -1.91705 -1.98939 0.591
H 1.16655 -2.29035 -0.36010 0.549
H -0.37286 -2.51305 -1.01614 0.418
H -0.53946 3.41321 0.47792 0.361
H 0.41180 2.57216 -0.79491 0.209
H -1.49333 2.44084 -0.77942 0.288
H -0.86046 -2.49220 1.39897 0.405
H 0.83603 -2.46106 1.65116 0.359
H -0.02372 -2.10575 2.98839 0.277
```

**2S+1**: 1
**Structure (SMILES)**: Cn1cc[n+](C)c1C(C)(C)C
**Highest occupied orbital energy**: -13.666 eV
**Kohn-Sham gap**: 0.4072 hartree
**Energy relative to the best compared isomer or geometry (same formula, charge and spin)**: 2.150 eV
**Total energy**: -462.34409 Eh
**Net charge**: +1


(2)
C9H17N2 as an isolated structure. Source: OMol25; level of theory: ωB97M-V/def2-TZVPD.

```
28
Properties=species:S:1:pos:R:3:mulliken_spin:R:1
C 2.61914 -0.91503 0.19663 0.799
C 1.83884 1.51725 0.04044 -0.032
C 0.19793 1.49314 0.35140 0.072
C 1.04632 -0.71320 -0.91838 0.138
C -0.21054 -0.02100 0.34022 0.299
C -0.39882 2.41754 -0.64318 0.006
C 0.07291 -0.54319 1.74805 0.037
C -1.51883 -1.87399 -0.73101 0.015
C -1.54959 -0.43077 -0.38546 0.002
N 2.02904 0.12761 -0.40197 0.480
N 1.82148 -1.79997 -0.42785 0.123
H 3.26035 -1.08134 1.04148 -0.011
H 1.96822 2.24142 -0.79175 0.020
H 2.39393 1.68455 0.91522 -0.015
H -0.06754 1.89978 1.38732 -0.005
H 0.63456 -0.52598 -1.90880 0.038
H -0.39594 2.19661 -1.72538 0.000
H 0.10994 3.33600 -0.44940 0.001
H -1.41046 2.54200 -0.29078 0.000
H 0.12368 -1.62190 1.88814 -0.001
H -0.62446 0.06265 2.40029 0.023
H 1.00852 -0.19585 2.15990 -0.013
H -1.30742 -2.72370 0.01874 -0.001
H -0.92833 -2.21093 -1.71342 -0.003
H -2.68111 -1.95267 -1.07910 0.000
H -2.41519 -0.20611 0.31551 0.024
H -1.56450 0.30294 -1.25876 0.002
H 1.76794 -2.75550 -0.63981 0.002
```

**2S+1**: 3
**Highest occupied orbital energy (alpha / beta)**: -10.061 / -13.681 eV
**Kohn-Sham gap (alpha / beta)**: 0.2810 / 0.2259 hartree
**⟨S²⟩**: 2.01
**Energy relative to the best compared isomer or geometry (same formula, charge and spin)**: 1.999 eV
**Total energy**: -462.11546 Eh
**Net charge**: +1


(3)
An isolated ion of composition C9H17N2O and charge +1. Source: OMol25; level of theory: ωB97M-V/def2-TZVPD.

```
29
Properties=species:S:1:pos:R:3:mulliken_charge:R:1
C -2.28742 0.13711 -0.30183 0.575
C 0.20145 0.79082 0.82820 -1.380
C -1.54100 1.18872 -0.80221 -0.619
C -1.84500 -1.03211 0.16275 0.138
C 0.70795 -0.38433 0.08248 1.134
C -2.68960 -2.10758 0.87830 -1.687
C 1.05074 0.04560 -1.32263 -1.678
C 1.84086 -0.98465 0.86518 -1.638
C -0.47347 3.07974 0.42985 -0.827
N -0.42306 1.67541 -0.07572 0.219
N -0.48022 -1.44625 -0.08649 0.069
O -2.96312 1.27144 -0.26483 -0.497
H -0.42371 0.55358 1.66844 0.316
H 1.13934 1.32698 1.23084 0.596
H -1.51727 1.65780 -1.83247 0.607
H -3.66234 -1.71124 0.82043 0.453
H -2.56911 -2.38389 1.90670 0.425
H -2.74677 -3.02068 0.23644 0.370
H 1.67382 0.94612 -1.31087 0.372
H 0.19769 0.12346 -2.03333 0.492
H 1.66944 -0.81267 -1.73422 0.508
H 2.39556 -1.91396 0.60463 0.410
H 1.63236 -0.91853 2.03678 0.347
H 2.73745 -0.20283 0.60338 0.374
H -1.12644 3.22547 1.25835 0.344
H 0.63551 3.27535 0.74275 0.310
H -0.81099 3.76685 -0.37295 0.289
H -0.33330 -2.25313 0.62802 0.519
H -0.31020 -1.71949 -1.13492 0.458
```

**2S+1**: 1
**Structure (SMILES)**: CC1=C2O[C@H]2N(C)CC(C)(C)[NH2+]1
**Highest occupied orbital energy**: -13.000 eV
**Kohn-Sham gap**: 0.3643 hartree
**Energy relative to the best compared isomer or geometry (same formula, charge and spin)**: 4.254 eV
**Total energy**: -537.48151 Eh
**Net charge**: +1


(4)
An isolated ion of composition C9H17N2O3 and charge +1. Source: OMol25; level of theory: ωB97M-V/def2-TZVPD.

```
31
Properties=species:S:1:pos:R:3:mulliken_charge:R:1
C 3.56246 -0.56125 -0.15824 -0.895
C 2.25868 -1.09226 0.66026 0.725
O 1.72684 -0.25390 1.47862 -0.459
O 1.66017 -2.39104 0.48463 -0.352
C 0.57441 -2.32744 -0.50589 -0.534
N -0.66647 -1.71926 0.09800 0.624
C -1.28981 -0.60049 -0.69624 -0.825
C -0.30629 0.62415 -1.05824 -0.171
C -0.36409 1.88145 -0.04460 0.400
C -0.99288 1.57098 1.40952 -1.209
C -1.10598 3.20268 -0.68088 -1.150
N -1.63947 -2.77339 0.14162 -0.782
C -2.40965 -2.59707 1.23103 0.698
O -3.43016 -2.46618 1.94108 -0.321
H 3.28876 0.23410 -0.95567 0.261
H 4.10361 -1.42806 -0.69535 0.343
H 4.32514 -0.10557 0.59358 0.335
H 0.35611 -3.43284 -0.79157 0.323
H 0.96040 -1.81066 -1.45436 0.382
H -0.45437 -1.49760 1.08914 0.467
H -2.28594 -0.21033 -0.23166 0.386
H -1.61245 -1.07113 -1.71465 0.347
H -0.65934 1.02650 -2.09579 0.460
H 0.79871 0.34095 -1.19628 -0.102
H 0.73462 2.21990 0.13293 0.226
H -0.85283 0.49590 1.78802 0.112
H -2.09810 1.94024 1.46840 0.414
H -0.41960 2.25016 2.16588 0.348
H -1.89431 2.93306 -1.47241 0.303
H -1.57838 3.74516 0.23557 0.345
H -0.28980 3.87326 -1.16641 0.299
```

**2S+1**: 1
**Structure (SMILES)**: CC(=O)OC[N@@H+](CCC(C)C)N=C=O
**Highest occupied orbital energy**: -14.314 eV
**Kohn-Sham gap**: 0.3412 hartree
**Energy relative to the best compared isomer or geometry (same formula, charge and spin)**: 5.828 eV
**Total energy**: -687.91227 Eh
**Net charge**: +1


(5)
C9H17N3O3Pb as an isolated structure. Source: OMol25; level of theory: ωB97M-V/def2-TZVPD.

```
33
Properties=species:S:1:pos:R:3:mulliken_charge:R:1
Pb 0.03754 -0.04600 0.77388 1.318
O -0.89149 0.91540 -1.00700 -0.608
C -0.56604 0.53048 -2.17277 1.141
O 1.38740 -1.43006 -0.47558 -0.651
C 1.15007 -1.41410 -1.71751 0.703
O 1.78396 -2.25397 -2.46171 -0.274
N 0.25885 -0.59989 -2.44716 0.133
C 1.34702 -2.11955 -3.84125 -0.415
C 0.50453 -0.89576 -3.86953 -0.687
H 0.74239 -3.00629 -4.09921 0.294
H 2.25443 -2.04227 -4.45295 0.325
H -0.44959 -1.02514 -4.37559 0.409
H 1.03619 -0.04869 -4.32470 0.389
C -1.16033 1.34781 -3.17434 -0.506
C -1.37329 2.66250 -2.87947 -0.720
H -1.61685 0.89820 -4.09006 0.303
H -1.00374 3.11530 -1.95053 0.218
H -1.85606 3.35547 -3.57303 0.323
N -1.32647 -1.28327 2.49563 -0.601
C -1.45738 -0.11389 3.47537 -0.779
C -0.17385 0.22370 4.24010 -0.253
C 1.21327 0.42560 3.62432 -0.778
N 1.25256 1.39200 2.43807 -0.602
H -0.83350 -2.10574 2.84316 0.267
H -2.18049 -1.53414 1.97795 0.304
H -1.81229 0.74695 2.88848 0.320
H -2.28589 -0.32754 4.16837 0.415
H -0.36886 1.14180 4.80187 0.346
H -0.07735 -0.56893 4.98698 0.343
H 1.92964 0.77853 4.38126 0.408
H 1.64100 -0.52385 3.26892 0.334
H 2.17291 1.54750 2.00359 0.305
H 0.72170 2.25784 2.54440 0.277
```

**2S+1**: 1
**Highest occupied orbital energy**: -15.352 eV
**Kohn-Sham gap**: 0.2932 hartree
**Total energy**: -935.39061 Eh
**Net charge**: +2


(6)
C9H17N3O3Pt as an isolated structure. Source: OMol25; level of theory: ωB97M-V/def2-TZVPD.

```
33
Properties=species:S:1:pos:R:3:mulliken_spin:R:1
Pt 0.09778 -0.08675 2.73867 1.544
O 0.30849 1.59070 -1.96678 0.009
C 0.13498 0.88892 -2.93617 0.000
O 2.39260 -1.28379 -1.59649 0.002
C 1.70396 -1.42035 -2.60244 0.000
O 1.72255 -2.57277 -3.39642 0.000
N 0.75498 -0.48168 -3.14079 0.003
C 1.10142 -2.20238 -4.64723 0.000
C 0.27327 -1.00389 -4.38659 0.000
H 0.49272 -3.01931 -5.00663 0.000
H 1.87431 -1.89864 -5.36152 0.000
H -0.79490 -1.19879 -4.29791 0.000
H 0.50958 -0.22335 -5.08957 0.000
C -0.76321 1.52751 -3.97417 0.002
C -1.66773 2.48346 -3.65245 0.002
H -0.47008 1.39910 -5.02240 0.000
H -2.00965 2.51296 -2.60693 0.000
H -2.19610 3.03652 -4.44268 0.000
N 1.20791 -1.50081 3.66821 0.125
C -0.06974 -1.24450 4.42427 -0.065
C -0.36405 0.25040 4.95558 0.135
C -0.49584 1.58849 4.08441 -0.005
N -1.29432 1.49491 2.86514 0.059
H 2.08735 -1.22882 4.12130 -0.003
H 1.23264 -2.39436 3.16097 0.000
H -0.92682 -1.64542 3.85663 0.069
H -0.01420 -1.86568 5.31009 0.065
H -1.34620 0.13020 5.43246 0.003
H 0.44621 0.45559 5.67443 -0.002
H -0.95352 2.31521 4.75198 0.039
H 0.49823 1.98611 3.85593 0.022
H -1.18828 2.32289 2.25255 -0.002
H -2.28436 1.28834 2.97458 -0.001
```

**2S+1**: 3
**Highest occupied orbital energy (alpha / beta)**: -14.316 / -14.298 eV
**Kohn-Sham gap (alpha / beta)**: 0.2391 / 0.0860 hartree
**⟨S²⟩**: 2.01
**Energy relative to the best compared isomer or geometry (same formula, charge and spin)**: 6.470 eV
**Total energy**: -861.55331 Eh
**Net charge**: +2


(7)
C9H17N3O5 as an isolated structure. Source: OMol25; level of theory: ωB97M-V/def2-TZVPD.

```
34
Properties=species:S:1:pos:R:3:mulliken_charge:R:1
C 0.28570 -0.69921 0.80589 0.959
C 1.12559 0.48847 0.26701 -0.446
C -1.02328 -0.07581 1.52892 -0.863
C -1.05402 0.14952 3.17101 -0.621
C -2.53516 0.61649 3.40236 0.298
C 0.48498 0.68330 -2.23327 -0.012
C -0.76413 0.00578 -2.43701 0.154
C 1.61030 -0.02645 -2.92714 0.336
C 1.78056 -1.44879 -2.37987 -1.233
H 1.18628 -0.73026 2.74570 0.381
H 2.59285 -0.59315 1.46884 0.295
H 0.11183 -1.45436 0.05637 0.436
H -1.35506 0.90410 0.99827 0.378
H -1.98092 -0.79041 1.36960 0.369
H -0.30065 0.83873 3.50992 0.413
H -1.03347 -1.01733 3.81680 0.228
H -4.08484 1.72208 4.43155 0.353
H -2.34864 1.87727 5.08921 0.297
H 1.17485 2.11623 -0.73462 0.290
H 0.17289 1.63563 -2.67101 0.195
H 2.65062 0.48023 -2.98598 0.281
H 1.96377 -0.64381 -4.89603 0.369
H 0.78603 -1.97189 -2.33700 0.251
H 2.30935 -1.34938 -1.48376 0.367
H 2.24209 -2.03307 -3.21658 0.423
H -0.29246 -0.21247 -4.14158 0.416
N 1.25979 -1.47541 1.86836 -0.862
N -2.95197 1.13270 4.60715 -0.561
N 0.87596 1.02524 -0.87924 0.006
O 1.80761 1.10347 1.01431 -0.669
O -3.36049 0.44884 2.43247 -0.597
O -1.53805 0.07338 -1.38958 -0.529
O 1.25774 -0.19867 -4.22757 -0.593
O -1.05564 -0.58101 -3.64350 -0.510
```

**2S+1**: 1
**Highest occupied orbital energy**: -9.336 eV
**Kohn-Sham gap**: 0.3396 hartree
**Energy relative to the best compared isomer or geometry (same formula, charge and spin)**: 10.011 eV
**Total energy**: -893.31754 Eh
**Net charge**: 0


(8)
A 2-piece molecular cluster, C9H17N4 overall. Source: OMol25; level of theory: ωB97M-V/def2-TZVPD.

```
30
Properties=species:S:1:pos:R:3:mulliken_charge:R:1
C -2.29514 -0.11052 -1.00712 -0.795
C -1.17759 0.24841 -0.11471 -0.110
C -3.48824 -0.05503 -0.04284 0.524
C 2.12895 -1.22004 1.53005 -0.624
C 1.89367 0.31285 1.64731 -0.389
C 1.59189 -1.52897 0.11638 -0.519
C 1.74685 0.79009 0.33787 0.737
C 1.76612 2.17705 -0.14158 -1.905
C 1.42599 -0.02699 -1.86318 -1.092
N -3.16653 0.30429 1.14204 -1.099
N -1.79347 0.47774 1.06924 0.466
N -4.59555 -0.72805 -0.37862 -0.361
N 1.64113 -0.16506 -0.50983 0.307
H -2.14598 -1.12500 -1.38773 0.348
H 3.23334 -1.60610 1.67336 0.331
H 1.56080 -1.72887 2.36573 0.297
H 0.92026 0.59139 1.96010 0.120
H 2.51476 0.79366 2.38490 0.462
H 2.20012 -2.32838 -0.36838 0.416
H 0.62876 -1.95325 -0.13818 0.325
H 0.76209 2.28110 -0.55530 0.394
H 2.37115 2.34350 -0.88941 0.541
H 1.96488 2.85863 0.62044 0.402
H 1.04716 -0.95889 -2.21270 0.358
H 0.71784 0.79333 -2.06702 0.385
H 2.38242 0.29149 -2.26102 0.405
H -1.40105 0.88866 1.86981 0.264
H -4.53364 -1.20987 -1.18898 0.165
H -5.29958 -0.82159 0.24920 0.219
H -2.60139 0.41442 -1.83981 0.430
```

**2S+1**: 1
**Highest occupied orbital energy**: -11.741 eV
**Kohn-Sham gap**: 0.3314 hartree
**Energy relative to the best compared isomer or geometry (same formula, charge and spin)**: 2.908 eV
**Total energy**: -571.78606 Eh
**Net charge**: +1


Question: 2S+1 of number 6 (C9H17N3O3Pt)?
Answer: 3


Question: Which value of total energy does entry 5 give?
Answer: -935.39061 Eh


Question: Which value of net charge does entry 7 give?
Answer: 0


Question: What is the formula in the sixth record?
Answer: C9H17N3O3Pt